No. 1
Molecular formula: C45H78Br3N11
Method: DFT, ωB97M-V with the def2-TZVPD basis set

The value obtained for the total energy is -274444.6148 eV. As for the charge: 0. The molecular weight comes out at 1012.91 g mol⁻¹. As for the maximum force: 3.273 eV/Å.

Each line ends with the Mulliken charge.
Element x y z (Å)
N  3.32  -1.01  2.15  -0.40
N  -0.57  6.85  -0.36  -0.58
H  -5.31  2.41  3.07  0.46
H  2.44  6.90  -3.33  0.33
C  3.27  4.09  4.00  -0.03
H  2.29  3.65  4.01  -0.10
C  -2.39  1.20  -3.38  0.84
H  -4.73  -0.19  2.32  0.51
C  -1.48  -1.41  -0.31  -0.25
Br  -0.81  -6.57  3.96  0.01
C  -4.43  4.98  0.48  -0.28
H  -0.66  -6.24  -1.72  0.50
H  -1.63  -2.47  -0.08  0.24
C  -5.58  4.40  -0.28  -1.20
H  -4.28  0.56  -4.20  0.30
H  5.23  -2.60  0.32  0.03
C  4.26  -1.62  1.87  0.13
C  -0.99  1.89  -5.49  0.03
H  0.61  4.17  -1.39  -0.41
H  -0.70  -4.29  4.79  -0.17
N  3.18  -4.08  -0.74  -0.46
C  4.17  -1.23  -2.99  -0.80
H  5.04  -0.92  -2.41  0.47
H  -2.37  -4.57  -3.04  0.32
C  -3.85  1.39  -3.67  -1.53
H  0.79  0.57  1.40  0.74
C  4.30  -2.60  -3.78  -1.03
C  -0.14  -0.31  5.56  -0.45
H  4.92  -3.19  4.20  0.28
H  -0.72  -1.84  4.10  -0.24
H  -1.96  -3.26  5.66  0.44
H  -2.26  2.44  3.15  -0.35
H  2.76  3.01  1.43  0.16
H  -4.42  1.51  -2.74  0.35
H  -2.27  -2.63  -6.15  0.39
H  0.54  -1.65  0.50  0.03
C  -0.35  -1.06  0.62  0.40
C  -2.74  -2.71  -4.04  0.94
C  -3.05  2.53  4.92  -0.16
C  -1.51  0.89  -4.59  0.35
H  5.15  -4.35  2.08  0.23
C  0.37  -6.05  -1.59  -0.85
C  4.17  3.31  3.08  -0.30
H  -4.21  2.16  1.79  -0.32
H  -4.01  2.22  -4.35  0.41
H  5.03  -3.34  -3.35  0.27
C  0.65  -4.59  -1.17  1.28
C  0.67  0.95  -0.63  -0.21
C  1.50  6.54  -3.80  -1.32
C  -4.34  1.98  2.85  0.06
C  0.12  0.43  0.59  0.71
N  -2.95  2.37  6.03  -0.55
H  -1.34  -3.89  -5.29  0.23
C  -3.08  -3.76  -2.99  -1.51
H  0.82  -0.79  5.81  0.39
H  -1.95  0.05  -5.11  0.08
H  0.62  -6.70  -0.73  0.35
H  1.60  6.58  -4.92  0.35
H  3.96  -0.38  -3.70  0.36
C  -1.10  -1.35  4.95  1.10
H  0.80  -7.52  -3.00  0.38
H  0.82  7.37  -3.64  0.35
N  -3.94  -5.18  -6.44  -0.48
H  -6.53  4.90  0.04  0.38
N  0.08  1.67  3.87  -0.35
N  0.81  -1.98  -3.07  -0.50
H  -3.09  5.09  -1.18  0.44
H  -0.52  0.53  -4.17  -0.14
H  -3.55  -2.07  -4.33  0.24
H  -2.47  0.29  -2.74  -0.27
C  0.94  5.16  -1.71  0.53
C  2.06  -4.28  -0.91  -0.04
H  3.13  -1.73  -1.18  -0.50
H  -3.01  -3.36  -1.99  0.27
C  1.70  -1.53  -2.51  0.35
C  3.01  -1.13  -2.05  0.65
H  2.27  -6.69  -2.51  0.35
H  3.36  -3.16  -3.67  0.17
H  -3.98  -4.30  -3.14  0.49
H  -3.41  3.87  3.37  0.42
H  -2.39  -0.88  -0.07  0.49
C  3.12  5.51  3.61  0.12
N  3.17  6.55  3.09  -0.48
H  4.51  2.70  1.08  0.31
N  -0.61  2.58  -6.36  -0.55
H  2.96  -0.09  -1.72  0.15
H  3.80  4.07  5.01  0.34
H  -0.11  5.04  -3.66  0.24
N  1.04  1.51  -1.58  -0.51
C  -2.80  3.18  -0.22  0.16
H  -3.19  0.18  2.85  -0.11
H  -2.27  5.07  0.30  0.19
Br  -1.93  -3.92  2.70  0.03
C  5.89  -3.23  3.74  -1.18
C  0.01  0.80  4.63  0.01
C  -0.56  -4.73  3.77  0.00
C  -4.20  0.44  3.04  -0.99
C  0.88  5.26  -3.20  -0.19
H  -1.96  -1.86  6.85  0.43
H  3.97  4.36  1.16  0.40
H  -1.95  1.98  -2.77  0.09
C  1.22  -6.52  -2.73  -1.21
C  -3.21  2.78  3.53  0.60
H  4.04  2.30  3.54  0.17
H  0.38  -3.96  -2.02  -0.33
H  -4.42  6.08  0.65  0.42
H  0.08  -4.34  -0.25  -0.18
H  4.63  -2.49  -4.78  0.37
C  3.78  3.36  1.65  -0.95
H  5.21  3.57  3.34  0.35
H  -1.13  -1.31  -1.38  -0.38
C  -2.33  -3.37  -5.36  -0.44
H  1.95  5.33  -1.40  0.30
H  -0.71  1.11  0.86  -0.85
H  -1.87  -2.14  -3.66  -0.57
C  5.43  -2.34  1.38  -0.07
C  -3.30  -4.41  -5.86  0.13
C  5.87  -3.55  2.24  -0.43
H  6.27  -1.60  1.38  0.40
Br  1.25  -4.29  3.15  0.04
H  6.34  -4.06  4.27  0.41
H  -5.45  4.68  -1.36  0.31
H  -4.50  4.61  1.50  -0.08
H  1.52  4.45  -3.46  0.28
H  -0.60  0.14  6.47  0.36
N  -2.56  2.05  -0.21  -0.23
H  1.04  -5.88  -3.58  0.27
C  -3.09  4.62  -0.20  -0.36
H  -4.34  0.12  4.07  0.37
C  0.07  6.11  -0.98  0.15
H  -0.74  -1.14  1.65  -0.44
H  -5.68  3.32  -0.09  0.28
H  -2.00  -0.91  4.67  -0.19
C  -1.45  -2.36  6.04  -1.79
H  6.88  -3.83  1.95  0.34
H  6.43  -2.28  3.94  0.30
H  -0.45  -2.70  6.41  0.42


No. 2
Molecular formula: C9H13ClN3O2
Method: DFT, ωB97M-V with the def2-TZVPD basis set

As for the charge: +1. The molecular weight comes out at 230.68 g mol⁻¹. As for the energy above the lowest of the compared OMol25 structures with the same formula, charge and spin: 0.2459 eV. As for the maximum force: 4.389 eV/Å.

Each line ends with the natural charge from an NBO analysis.
Element x y z (Å)
H  2.73  0.18  0.83  0.22
H  -0.12  1.94  2.87  0.22
H  -3.18  -0.09  -3.03  0.24
C  0.11  1.98  0.70  -0.21
N  1.02  -1.14  -0.99  -0.58
C  -2.52  -0.91  -2.75  -0.21
H  -0.76  0.02  -3.33  0.25
H  2.79  1.82  2.18  0.23
C  0.31  0.00  -0.79  0.21
H  1.29  -2.88  -2.03  0.24
O  -1.94  -1.74  1.04  -0.51
H  1.45  -0.86  1.77  0.22
Cl  -3.38  -2.24  -2.18  0.06
C  1.83  1.36  2.35  -0.43
C  -1.19  -0.87  -2.85  -0.09
H  1.83  1.06  3.41  0.24
C  1.72  0.25  1.28  -0.28
H  -0.53  -2.86  -3.03  0.43
N  0.73  0.65  0.27  -0.38
C  0.62  2.23  2.19  -0.41
H  -0.94  2.18  0.61  0.24
H  1.79  -1.19  -0.32  0.43
O  -2.72  0.02  2.24  -0.51
H  0.71  3.40  2.32  0.25
C  -2.38  -0.86  1.57  1.02
H  0.53  2.64  -0.07  0.21
C  0.62  -2.11  -1.70  0.42
N  -0.41  -2.00  -2.55  -0.50


No. 3
Molecular formula: C26H32N5SiSr
Method: DFT, ωB97M-V with the def2-TZVPD basis set

As for the charge: +1. The molecular weight comes out at 530.28 g mol⁻¹. As for the energy above the lowest of the compared OMol25 structures with the same formula, charge and spin: 3.5665 eV. As for the maximum force: 7.531 eV/Å.

Each line ends with the Mulliken charge.
Element x y z (Å)
H  4.98  3.52  -2.90  0.40
C  -1.07  -1.78  3.19  0.71
H  3.55  -1.90  -2.54  0.14
H  1.70  -4.31  0.62  0.25
N  1.13  1.39  -2.23  -0.69
H  3.69  -3.66  -2.44  0.36
H  5.73  1.90  -4.61  0.39
C  4.35  2.69  -3.20  -1.13
C  0.49  -2.99  -2.99  -1.12
H  1.54  2.94  1.37  0.34
H  -1.17  -3.71  2.28  0.46
C  -0.19  1.80  1.97  -2.11
C  0.26  2.74  -0.33  -1.66
H  -0.33  2.50  2.79  0.58
C  -1.57  1.60  1.28  0.57
C  1.24  2.45  -1.46  0.50
H  0.82  -3.80  -3.65  0.36
C  0.30  -1.79  3.48  -0.33
C  1.26  -4.41  -0.37  -1.06
Sr  0.36  0.27  0.07  1.46
C  2.72  0.48  -3.96  -0.45
C  -1.89  -0.88  3.87  -0.38
H  3.99  -2.66  -1.01  0.27
N  0.89  2.27  0.97  -0.39
H  4.32  0.00  -5.28  0.43
H  -3.89  -1.04  -0.75  0.51
N  -2.53  2.56  1.34  0.10
H  -0.10  3.76  -0.31  0.58
H  -2.70  -2.83  2.28  0.39
H  0.19  -4.60  -0.25  0.23
C  -4.94  2.54  0.52  -1.11
Si  1.53  -2.85  -1.41  0.21
N  -1.96  0.51  0.65  -0.12
C  -1.63  -2.73  2.17  -1.34
C  3.10  2.47  -2.64  0.66
H  -6.20  -0.17  -1.08  0.43
C  -5.46  0.44  -0.59  -0.66
H  -2.02  0.66  5.37  0.44
H  2.09  -0.36  -4.24  0.36
N  2.40  3.14  -1.64  -0.04
C  -3.28  0.77  0.26  0.40
C  -0.01  -0.06  5.14  -0.56
H  1.69  -5.30  -0.84  0.40
H  -5.24  3.51  0.90  0.43
C  3.95  0.69  -4.53  -0.63
C  -1.36  -0.02  4.83  -0.57
H  0.94  -2.48  2.96  0.47
H  -0.63  2.10  -0.54  0.92
H  -1.40  -2.37  1.17  0.05
H  -6.85  2.05  -0.27  0.42
C  4.76  1.78  -4.15  -0.43
C  3.36  -2.76  -1.90  -0.93
H  -2.45  3.44  1.81  0.22
H  0.11  0.82  2.42  0.93
H  0.51  -2.06  -3.55  0.25
C  -4.19  -0.05  -0.41  -0.93
C  -3.65  2.04  0.70  0.74
C  -5.83  1.72  -0.12  -0.48
H  1.88  -0.99  4.69  0.45
C  0.82  -0.94  4.45  -0.57
H  2.67  4.00  -1.19  0.23
H  0.40  0.58  5.91  0.42
H  -2.95  -0.86  3.66  0.40
H  -0.56  -3.19  -2.73  0.33
C  2.29  1.39  -3.00  0.50


No. 4
Molecular formula: C2H2FGaO2
Method: DFT, ωB97M-V with the def2-TZVPD basis set

The value obtained for the total energy is -61290.5948 eV. As for the charge: 0. The molecular weight comes out at 146.76 g mol⁻¹. As for the maximum force: 7.595 eV/Å.

Each line ends with the natural charge from an NBO analysis.
Element x y z (Å)
Ga  -1.77  1.68  0.11  0.86
H  1.72  0.47  -0.13  0.17
C  0.68  0.26  -0.46  0.34
O  -1.05  -0.16  1.11  -0.82
O  0.06  1.25  -0.93  -0.66
F  -0.61  -1.77  -0.39  -0.40
C  -0.15  -0.69  0.41  0.43
H  1.13  -1.04  0.28  0.09